Computed, not measured: a single C10H10N4O4S molecule at a distorted geometry, with ωB97M-V with the def2-TZVPD basis set.

Last column: Löwdin charge in e.
Positions of all 29 atoms, in Å:
1 C -2.511 3.095 2.975  -0.037
2 O -2.355 1.959 2.098  -0.020
3 C -1.264 2.042 1.285  -0.357
4 O -0.555 3.047 1.174  0.113
5 C -0.955 0.884 0.403  -0.347
6 O -1.735 -0.038 0.341  0.128
7 N 0.276 0.824 -0.233  0.161
8 C 0.860 -0.391 -0.554  -0.172
9 C 2.062 -0.723 0.034  -0.343
10 C 2.857 0.088 0.914  -0.548
11 N 3.890 -0.559 1.579  0.133
12 O 2.598 1.252 1.176  0.047
13 S 2.667 -2.350 -0.420  1.066
14 C 1.283 -2.569 -1.447  -0.549
15 N 0.818 -3.556 -2.198  0.058
16 N -0.380 -3.060 -2.584  0.020
17 C -0.647 -1.755 -2.198  -0.213
18 C -1.841 -0.988 -2.624  -0.012
19 C 0.411 -1.447 -1.413  -0.159
20 H -2.742 4.007 2.419  0.095
21 H -3.328 2.887 3.704  0.105
22 H -1.550 3.202 3.507  0.101
23 H 0.956 1.519 0.151  0.137
24 H 4.065 -1.541 1.325  0.050
25 H 4.585 0.043 2.021  0.118
26 H -0.992 -3.516 -3.256  0.162
27 H -2.011 -1.123 -3.679  0.075
28 H -1.735 0.089 -2.458  0.086
29 H -2.726 -1.321 -2.040  0.101

Calculated values
- E (hartree) = -1305.25641
- Kohn-Sham gap (hartree) = 0.297
- total charge = 0
- strongest force on any atom (eV Å⁻¹) = 3.8
- LUMO energy (eV) = -0.147
- energy above the lowest of the compared OMol25 structures with the same formula, charge and spin (eV) = 2.2639